(1)
This record from OMol25 describes a molecular structure, C39H34N5O2P2Pt. The level of theory is ωB97M-V/def2-TZVPD.

Computed properties:
M ... 861.8 g mol⁻¹
HOMO level (spin up / spin down) ... -4.09 / -4.09 eV
Energy above the lowest of the compared OMol25 structures with the same formula, charge and spin ... 203.2 kJ/mol
Frontier orbital gap (spin up / spin down) ... 5.675 / 5.715 eV
Total charge ... -1

Each line ends with the Mulliken charge.
CARTESIAN COORDINATES (ANGSTROEM)
C (-3.8294, 2.8989, 0.0731)  -1.32
H (0.1020, 7.7124, 0.0816)  0.36
C (-2.7043, -5.0557, 1.9165)  -0.70
N (5.9460, 0.9915, -1.2008)  -0.69
C (-3.9070, -5.4313, 1.3416)  -0.52
C (0.6519, 6.7856, -0.0335)  -0.62
H (2.0800, -4.5069, -0.8609)  0.70
H (1.8082, 0.0932, -4.1178)  0.49
H (-4.7990, -5.5144, 1.9494)  0.37
H (-1.9254, -2.9921, -1.5629)  -0.12
N (-1.7181, 1.7611, 0.1168)  0.23
O (-1.8613, -1.0616, -0.2694)  -0.59
H (-4.7463, -2.0129, 0.7740)  0.46
C (-0.0377, 5.5996, -0.2305)  -0.28
H (-2.3759, -1.5057, -3.4588)  0.43
C (1.8007, -1.4169, 3.7417)  -0.63
C (1.9744, -1.9346, -1.3963)  1.17
C (-1.6685, -2.3184, -3.5745)  -0.37
C (-3.9652, -2.0777, 0.0178)  -0.63
N (1.6699, 0.6955, 0.6363)  -0.45
C (1.4493, -1.0692, -2.3598)  0.15
N (4.0731, 0.8027, 0.3778)  -0.75
C (-3.0100, 1.6379, 0.1537)  1.06
P (0.8221, -2.5298, -0.0705)  0.35
H (2.5801, 7.7150, 0.1688)  0.36
C (-3.0952, -0.8372, 0.0044)  0.63
H (0.4550, -3.6598, -5.8423)  0.41
C (2.7326, 5.6008, -0.1786)  -0.64
H (1.2605, -4.8657, 0.6524)  0.86
H (3.5373, -1.8310, 4.9322)  0.37
C (3.0366, -1.9959, 3.9864)  -0.59
C (1.7645, -2.3830, 1.5182)  0.98
C (4.1112, -1.7962, -2.5202)  -0.90
C (3.5762, -0.9354, -3.4669)  -0.70
H (1.3338, -0.7855, 4.4872)  0.42
H (5.1619, -2.0517, -2.5492)  0.39
H (3.7792, -2.9477, -0.7724)  -0.03
C (-2.8184, -5.5992, -0.7935)  -0.28
H (0.1918, -1.1859, 2.3460)  0.37
C (2.2396, -0.5831, -3.3908)  -1.21
C (5.0207, 0.9130, -0.5021)  0.63
H (4.2072, -0.5276, -4.2459)  0.38
C (-0.0590, 3.1025, -0.5864)  0.37
P (-0.1010, -5.3666, -1.2666)  -0.43
C (-3.9642, -5.6908, -0.0224)  -0.65
C (0.1710, -4.3714, -3.8412)  -0.56
C (-3.6815, 0.3849, 0.2109)  -1.55
H (3.8158, 5.5985, -0.1669)  0.39
C (-1.5986, -5.2243, -0.2236)  0.63
H (-4.4470, -2.2060, -0.9548)  0.28
H (-0.6314, -4.6369, 1.6081)  0.26
H (3.4708, -3.6279, 1.0676)  0.25
H (-1.1194, 5.5922, -0.2513)  0.41
H (-4.9037, -5.9702, -0.4831)  0.39
C (-0.0758, -3.5213, -4.9085)  -0.60
H (2.5787, 3.4873, -0.5374)  0.44
H (-2.8599, -5.8087, -1.8568)  0.42
C (2.0405, 6.7907, 0.0008)  -0.33
H (-2.6552, -4.8381, 2.9763)  0.40
O (0.4522, 2.1927, -1.2876)  -0.67
Pt (-0.1480, 0.1158, -0.0293)  1.37
H (-3.3376, -2.9448, 0.2137)  -0.42
H (-3.5518, 3.4395, -0.8325)  0.31
C (-0.4968, -4.1998, -2.6302)  0.36
C (2.8150, 0.7397, 0.3800)  0.80
C (2.9846, -2.9946, 1.7974)  -0.48
H (-4.8964, 2.6827, 0.0548)  0.37
C (-1.0056, -2.4995, -4.7791)  -0.61
C (-1.4162, -3.1603, -2.5016)  0.35
C (3.6160, -2.7993, 3.0176)  -0.73
C (-1.5572, -4.9496, 1.1407)  -0.20
C (3.3150, -2.3012, -1.5046)  -0.22
H (-3.5919, 3.5452, 0.9192)  0.29
H (0.8892, -5.1779, -3.9419)  0.35
C (2.0427, 4.4167, -0.3909)  -0.41
N (-1.2147, 3.0178, 0.0482)  -0.77
H (4.5736, -3.2707, 3.2027)  0.40
H (-1.2089, -1.8430, -5.6159)  0.40
C (1.1648, -1.6268, 2.5290)  -0.38
H (-4.7540, 0.4156, 0.3479)  0.26
C (0.6518, 4.4037, -0.4077)  0.37
C (1.1423, -4.3819, -0.3187)  -1.62
H (0.4085, -0.7762, -2.3024)  0.23

***

(2)
This record from OMol25 describes a molecular structure, C3H6O2S2. The level of theory is ωB97M-V/def2-TZVPD.

Computed properties:
M ... 138.2 g mol⁻¹
HOMO level ... -8.46 eV
Energy above the lowest of the compared OMol25 structures with the same formula, charge and spin ... 459.9 kJ/mol
Frontier orbital gap ... 7.620 eV

Each line ends with the Mulliken charge.
CARTESIAN COORDINATES (ANGSTROEM)
O (-0.8800, -1.2222, 0.9038)  -0.21
H (1.5443, 0.7118, -2.8376)  0.36
C (1.1251, 0.5743, -1.8924)  -0.80
S (-0.2899, -0.5244, -1.9615)  -0.10
O (-1.1706, 1.0870, 0.5733)  -0.34
S (-2.8187, 0.5747, 0.1127)  -0.06
C (0.1609, -0.7966, 1.7589)  -0.50
H (-0.2582, 0.1047, 2.4330)  0.25
H (1.8082, 0.2673, -1.1693)  0.26
C (-1.2399, -0.1687, 0.1588)  0.47
H (0.3798, -1.6897, 2.3468)  0.23
H (0.7285, 1.5477, -1.5506)  0.24
H (0.9103, -0.4658, 1.1242)  0.20

***

(3)
This record from OMol25 describes 2 unconnected molecules or ions with the total composition CH3BrCl2Si. The level of theory is ωB97M-V/def2-TZVPD.

Computed properties:
M ... 193.9 g mol⁻¹
HOMO level (spin up / spin down) ... -8.37 / -7.85 eV
Energy above the lowest of the compared OMol25 structures with the same formula, charge and spin ... 289.5 kJ/mol
Frontier orbital gap (spin up / spin down) ... 7.716 / 7.280 eV

Each line ends with the Mulliken charge.
CARTESIAN COORDINATES (ANGSTROEM)
Si (-1.3452, -0.5018, 0.3710)  0.59
H (-1.3593, -0.3472, 1.8063)  -0.07
Cl (-1.5651, -2.3701, -0.2791)  -0.16
Br (2.5746, -0.0373, 0.8976)  -0.09
C (1.3872, 0.6223, -0.4330)  -0.71
H (1.5783, 0.1676, -1.3886)  0.32
Cl (-2.5747, 0.7714, -0.5787)  -0.18
H (1.3041, 1.6950, -0.3956)  0.30

***

(4)
This record from OMol25 describes C2H5FN2 in the gas phase. The level of theory is ωB97M-V/def2-TZVPD.

Computed properties:
M ... 76.1 g mol⁻¹
HOMO level ... -9.13 eV
Energy above the lowest of the compared OMol25 structures with the same formula, charge and spin ... 381.3 kJ/mol
Frontier orbital gap ... 9.940 eV

Each line ends with the Mulliken charge.
CARTESIAN COORDINATES (ANGSTROEM)
C (-0.3661, 1.1624, -0.2097)  -0.19
H (0.5032, -0.1565, 1.4714)  0.33
H (1.8146, 1.0280, 0.6430)  0.27
N (-1.3750, 0.2445, -0.1652)  -0.36
H (-0.5393, 2.4168, -0.1836)  0.25
H (-1.5116, -1.7555, -0.3957)  0.31
C (0.8966, 0.4140, 0.4286)  -0.26
N (-0.9560, -0.9686, 0.2583)  -0.35
F (1.4176, -0.5344, -0.4119)  -0.27
H (0.1087, -1.1125, 0.2072)  0.26

***

(5)
This record from OMol25 describes a molecular structure, C4H7NO2. The level of theory is ωB97M-V/def2-TZVPD.

Computed properties:
M ... 101.1 g mol⁻¹
HOMO level ... -10.28 eV
Energy above the lowest of the compared OMol25 structures with the same formula, charge and spin ... 77.3 kJ/mol
Frontier orbital gap ... 11.219 eV

Each line ends with the Mulliken charge.
CARTESIAN COORDINATES (ANGSTROEM)
H (1.2677, 1.5825, -1.1918)  0.26
H (0.5805, 0.9813, 0.9738)  0.32
C (-1.2301, 0.4829, -0.2396)  0.45
H (-0.7668, -1.7950, 1.0721)  0.34
H (1.4067, 0.5696, -2.4644)  0.26
H (-0.8405, -0.5799, 2.3533)  0.35
C (0.5476, -0.2725, -0.8639)  0.02
N (1.4781, 0.6225, -1.4521)  -0.63
C (0.0432, 0.1393, 0.5259)  0.30
H (0.7082, -1.3609, 1.9653)  0.36
C (-0.2199, -0.9688, 1.5399)  -1.44
O (-0.8246, -0.1053, -1.3979)  -0.36
H (0.8632, -1.3093, -1.0023)  0.33
O (-2.2685, 1.0258, -0.0135)  -0.57